{"formula": "C4H12N2O2", "method": "wB97M-V/def2-TZVPD", "relative_energy_ev": 1.934, "smiles": "CCNC(=O)CN.O", "orbital_gap_ev": 10.039, "total_charge": 0, "total_energy_ha": -419.57742, "elements": ["C", "C", "N", "C", "O", "C", "N", "H", "H", "H", "H", "H", "H", "H", "H", "H", "H", "O", "H", "H"], "xyz": [[2.408, 0.574, -0.314], [1.437, 0.648, 0.866], [0.075, 0.977, 0.458], [-1.011, 0.151, 0.633], [-2.098, 0.596, 0.915], [-0.659, -1.377, 0.662], [-1.753, -2.160, 0.152], [3.404, 0.943, -0.087], [2.393, -0.339, -0.898], [1.920, 1.111, -1.155], [1.899, 1.453, 1.459], [1.465, -0.255, 1.458], [-0.223, 1.886, 0.791], [0.283, -1.580, 0.148], [-0.486, -1.397, 1.749], [-2.075, -2.876, 0.780], [-1.500, -2.654, -0.698], [-1.812, 1.656, -2.620], [-2.284, 1.826, -1.793], [-1.382, 0.817, -2.507]], "nbo_charge": [-0.6402, -0.2319, -0.6395, 0.6794, -0.6037, -0.3277, -0.8208, 0.2174, 0.2080, 0.2295, 0.2064, 0.1930, 0.3954, 0.1917, 0.2137, 0.3669, 0.3613, -0.9429, 0.4789, 0.4652]}



{"formula": "C3H11N2O3", "method": "wB97M-V/def2-TZVPD", "relative_energy_ev": 1.564, "orbital_gap_ev": 10.946, "total_charge": 1, "total_energy_ha": -455.89644, "elements": ["C", "C", "N", "C", "N", "H", "H", "H", "H", "H", "H", "H", "O", "H", "H", "O", "H", "H", "O"], "xyz": [[-0.050, 0.389, 2.254], [0.580, -0.341, 1.313], [-0.309, -0.556, 0.260], [-1.515, -0.151, 0.668], [-1.320, 0.625, 1.735], [0.178, 0.806, 3.216], [1.556, -0.787, 1.264], [0.090, -0.763, -0.656], [-2.446, -0.239, 0.139], [-2.092, 0.783, 2.363], [3.175, -2.425, -0.070], [1.817, -2.595, -0.714], [2.511, -1.945, -0.622], [-1.651, -0.492, -2.411], [-0.522, -0.978, -3.473], [-0.722, -0.516, -2.649], [0.628, 2.431, -1.198], [0.202, 3.782, -0.486], [-0.111, 2.972, -0.933]], "nbo_charge": [-0.0577, -0.0400, -0.4769, 0.2815, -0.4450, 0.2619, 0.2721, 0.4945, 0.2452, 0.4424, 0.4885, 0.4679, -0.9480, 0.4833, 0.5082, -0.9791, 0.4753, 0.4856, -0.9599]}



{"formula": "C3H8BrN2", "method": "wB97M-V/def2-TZVPD", "relative_energy_ev": 3.760, "orbital_gap_ev": [7.614, 8.339], "total_charge": 1, "total_energy_ha": -2802.26633, "elements": ["C", "C", "C", "N", "N", "Br", "H", "H", "H", "H", "H", "H", "H", "H"], "xyz": [[0.874, -0.377, 0.618], [-0.690, 2.056, 0.025], [0.651, -1.477, -0.207], [-0.811, 0.774, -0.482], [-0.256, -2.385, 0.035], [2.354, 0.735, 0.349], [-1.049, 2.100, 1.051], [-1.318, 2.708, -0.610], [0.314, 2.513, -0.073], [0.395, -0.286, 1.581], [1.252, -1.590, -1.105], [-0.863, -2.318, 0.846], [-0.450, 0.710, -1.434], [-0.405, -3.162, -0.594]], "nbo_charge": [-0.2666, -0.5016, 0.1426, -0.3800, -0.6271, 0.2143, 0.2156, 0.2768, 0.2261, 0.2486, 0.2452, 0.4300, 0.3372, 0.4389]}